This record from OMol25 describes a cluster of 8 separate species, C16H48O16 in total. The level of theory is wB97M-V/def2-TZVPD.

Element x y z (Å)
O1 -4.35 1.73 4.61
C1 -4.34 0.97 3.39
C2 -3.07 0.23 3.25
O2 -2.90 -0.76 4.26
H1 -3.92 2.58 4.50
H2 -5.26 0.39 3.29
H3 -4.39 1.63 2.53
H4 -2.22 0.92 3.29
H5 -2.91 -0.26 2.29
H6 -2.74 -0.41 5.14
O3 2.43 3.24 -2.48
C3 2.62 3.28 -1.11
C4 1.75 4.47 -0.60
O4 2.31 5.75 -1.02
H7 3.02 3.88 -2.90
H8 2.32 2.36 -0.61
H9 3.67 3.51 -0.93
H10 1.68 4.38 0.49
H11 0.76 4.33 -1.03
H12 3.26 5.65 -0.98
O5 2.46 -1.30 -5.14
C5 1.21 -1.82 -4.85
C6 0.85 -1.58 -3.40
O6 1.72 -1.98 -2.37
H13 3.18 -1.70 -4.65
H14 0.51 -1.25 -5.45
H15 1.12 -2.87 -5.13
H16 -0.06 -2.14 -3.18
H17 0.56 -0.53 -3.33
H18 2.29 -2.73 -2.57
O7 -1.05 0.82 0.59
C7 -0.29 -0.20 0.10
C8 0.45 -1.01 1.20
O8 -0.54 -1.70 2.00
H19 -0.61 1.67 0.50
H20 -0.92 -0.86 -0.51
H21 0.38 0.19 -0.66
H22 1.02 -0.31 1.83
H23 1.25 -1.64 0.82
H24 -1.04 -1.08 2.53
O9 -0.04 -4.44 1.75
C9 -0.14 -4.81 0.30
C10 -1.43 -4.19 -0.28
O10 -2.63 -4.87 0.02
H25 -0.03 -3.48 1.79
H26 0.71 -4.33 -0.20
H27 -0.13 -5.88 0.14
H28 -1.36 -4.13 -1.37
H29 -1.46 -3.23 0.23
H30 -2.61 -5.04 0.97
O11 -1.84 1.38 -4.39
C11 -2.30 1.21 -3.04
C12 -1.89 2.43 -2.21
O12 -2.88 3.47 -2.44
H31 -0.90 1.55 -4.34
H32 -3.35 0.97 -2.89
H33 -1.84 0.34 -2.58
H34 -0.88 2.77 -2.45
H35 -1.90 2.09 -1.17
H36 -2.64 3.83 -3.30
O13 -3.14 4.17 4.13
C13 -1.90 3.74 3.63
C14 -1.85 3.70 2.11
O14 -0.55 3.58 1.66
H37 -3.24 5.11 3.95
H38 -1.08 4.35 3.99
H39 -1.62 2.83 4.15
H40 -2.24 4.62 1.69
H41 -2.49 2.94 1.66
H42 -0.14 4.43 1.83
O15 5.60 -4.64 -1.23
C15 5.29 -4.44 0.16
C16 4.12 -3.47 0.45
O16 3.73 -3.42 1.72
H43 6.37 -5.22 -1.25
H44 5.20 -5.39 0.69
H45 6.20 -3.92 0.47
H46 3.20 -3.67 -0.11
H47 4.44 -2.51 0.05
H48 3.44 -4.30 1.97

The value obtained for the total energy is -1842.0302 hartree. As for the structure (SMILES): OCCO.OCCO.OCCO.OCCO.OCCO.OCCO.OCCO.OCCO. For the HOMO-LUMO gap, the calculation gives 9.73 eV. The charge is 0. Its relative energy (zero: lowest compared OMol25 entry of this formula, charge and spin) is 70.80 kcal per mole. The value obtained for the lowest unoccupied orbital energy is 0.164 eV. The calculation puts the largest force on an atom at 4.22 eV Å⁻¹. The molecular weight comes out at 496.5 g mol⁻¹. The calculation puts the HOMO energy at -0.352 Ha.